Below is a 2-piece molecular cluster, C6H16N2 overall at a distorted geometry, with properties calculated with ωB97M-V with the def2-TZVPD basis set.

```
24
Properties=species:S:1:pos:R:3:forces:R:3:nbo_charge:R:1
C 0.23462 -0.60508 -0.10485 1.5 -4.4 1.8 0.473
C 2.59983 -0.91217 -0.08814 1.7 -3.0 -0.6 -0.486
C 1.97745 1.25014 0.12955 -3.9 5.7 -1.8 -0.463
C -1.26260 1.35651 -0.16322 5.6 2.6 1.7 -0.411
C -1.90689 -0.63866 -1.17644 0.8 0.6 -2.6 -0.399
C -1.74683 -0.52222 1.26024 -2.4 -1.9 1.7 -0.460
N 1.41214 -0.06636 -0.00903 -0.6 -2.2 -0.1 -0.295
N -1.11187 -0.10518 -0.04904 0.5 1.6 1.1 -0.328
H 0.08375 -2.27434 0.19270 0.8 4.5 -1.3 0.348
H 2.59682 -2.01528 -0.13006 -1.5 0.4 0.3 0.276
H 3.39955 -0.72012 0.58616 -0.3 0.7 1.8 0.278
H 3.22533 -0.73415 -0.93391 -0.4 0.9 -1.6 0.281
H 2.13608 1.77121 -0.91586 -0.5 -1.3 1.8 0.292
H 2.91565 1.28354 0.55920 1.7 -0.6 1.1 0.274
H 1.27978 2.00015 0.73430 1.5 -1.8 -1.3 0.256
H -0.69725 1.97707 0.66098 -1.4 -1.7 -1.0 0.247
H -0.74372 1.77012 -1.02496 -0.6 -0.5 -0.7 0.254
H -2.24703 1.51338 -0.09707 -3.6 1.1 0.0 0.242
H -2.16595 -1.58730 -0.85230 -0.4 -2.2 -0.2 0.233
H -2.86577 -0.05353 -1.23062 1.2 -0.4 -0.4 0.279
H -1.20436 -0.65011 -2.12466 -1.9 0.1 1.7 0.268
H -1.17376 -1.36323 1.76276 -0.4 1.2 -0.6 0.269
H -1.92868 0.32820 1.98436 0.7 -0.8 -1.1 0.289
H -2.80628 -1.00257 1.02992 2.2 1.2 0.3 0.283
```
Forces are in eV/Å.

Calculated values
relative energy (zero: lowest compared OMol25 entry of this formula, charge and spin): 112.0 kcal/mol
F_max: 7.15 eV Å⁻¹
orbital gap: 0.403 Ha
E_HOMO: -20.6 eV
LUMO level: -9.65 eV
charge: +2


Below is a 2-piece molecular cluster, C2H4BrFO overall at a distorted geometry, with properties calculated with ωB97M-V with the def2-TZVPD basis set.

```
9
Properties=species:S:1:pos:R:3:forces:R:3:nbo_charge:R:1
C -0.88450 0.49056 -0.21801 -9.1 -5.2 4.1 -0.380
C 0.12672 0.91976 -0.93038 6.7 4.7 -5.6 0.481
O 0.44744 0.63860 -2.21567 -1.7 -0.4 1.2 -0.638
F 1.04377 1.61096 -0.21741 0.7 -0.2 -0.2 -0.332
Br 0.11229 -3.19323 2.66743 0.5 1.8 0.4 -0.222
H -1.02919 0.78286 0.78078 0.2 0.4 1.0 0.193
H 0.54792 -1.78326 2.98000 -0.6 -1.8 -0.4 0.216
H -1.74529 -0.10857 -0.60345 1.2 0.7 0.1 0.200
H 1.38084 0.64232 -2.24329 2.1 -0.1 -0.5 0.483
```
Forces are in eV/Å.

Calculated values
relative energy (zero: lowest compared OMol25 entry of this formula, charge and spin): 39.1 kcal/mol
F_max: 11.25 eV Å⁻¹
orbital gap (alpha / beta): 0.197 / 0.333 Ha
multiplicity: 3
E_HOMO (alpha / beta): -4.8 / -11.0 eV
LUMO level (alpha / beta): 0.55 / -1.93 eV
charge: 0


Below is a 2-piece molecular cluster, F3H3SSi2 overall at a distorted geometry, with properties calculated with ωB97M-V with the def2-TZVPD basis set.

```
9
Properties=species:S:1:pos:R:3:forces:R:3:nbo_charge:R:1
F -0.99586 1.68359 1.50434 1.3 -1.3 -1.2 -0.635
F -0.39325 2.07619 -0.94038 0.0 -1.0 0.4 -0.652
F 1.29945 2.33763 0.80924 0.7 -0.3 0.4 -0.652
Si 1.05389 -0.66660 -0.32740 -0.4 -2.3 -1.7 0.260
Si 0.15478 1.33788 0.38470 -1.5 2.6 0.0 2.016
S -1.82673 -2.67841 0.22821 0.4 1.2 -0.3 -0.282
H 1.09226 -1.12585 -1.89182 -0.3 1.1 2.0 -0.063
H 2.23609 -1.37206 0.27904 -0.6 0.6 0.2 -0.107
H -2.62063 -1.59237 -0.04594 0.4 -0.6 0.1 0.113
```
Forces are in eV/Å.

Calculated values
relative energy (zero: lowest compared OMol25 entry of this formula, charge and spin): 90.1 kcal/mol
F_max: 2.98 eV Å⁻¹
orbital gap (alpha / beta): 0.281 / 0.234 Ha
E_HOMO (alpha / beta): -9.7 / -8.9 eV
LUMO level (alpha / beta): -2.07 / -2.55 eV
charge: 0


Below is C2H7OP as an isolated structure at a distorted geometry, with properties calculated with ωB97M-V with the def2-TZVPD basis set.

```
11
Properties=species:S:1:pos:R:3:forces:R:3:nbo_charge:R:1
C -1.03947 -0.65298 -0.30855 0.1 0.2 0.0 -0.667
C 0.12909 0.31306 -0.38456 0.5 0.1 -4.5 -0.094
O -0.11060 1.54513 0.20591 -0.3 0.4 0.2 -0.726
P 1.74657 -0.46068 0.13379 -0.2 -0.1 -0.3 0.275
H -1.94899 -0.16322 -0.65338 0.0 0.0 0.0 0.223
H -0.85204 -1.51832 -0.94035 0.0 -0.1 0.0 0.229
H -1.18998 -0.99744 0.71686 0.0 0.0 0.1 0.200
H 0.26895 0.55321 -1.79288 -0.3 -0.5 4.3 0.154
H -0.60809 1.39855 1.02125 0.0 0.0 0.0 0.467
H 1.30752 -0.76593 1.43264 -0.1 -0.2 0.3 -0.050
H 2.29704 0.74863 0.56929 0.3 0.3 0.0 -0.010
```
Forces are in eV/Å.

Calculated values
relative energy (zero: lowest compared OMol25 entry of this formula, charge and spin): 40.9 kcal/mol
F_max: 4.52 eV Å⁻¹
orbital gap: 0.378 Ha
E_HOMO: -9.3 eV
LUMO level: 0.97 eV
charge: 0


Below is C24H41IN2O4PtSi as an isolated structure at a distorted geometry, with properties calculated with ωB97M-V with the def2-TZVPD basis set.

```
74
Properties=species:S:1:pos:R:3:forces:R:3:lowdin_charge:R:1
C -4.23059 -0.37536 0.94559 -1.3 -0.7 -1.0 -0.175
C -3.71980 0.32677 2.14448 2.0 0.9 0.8 -0.198
H -3.51899 -1.02994 0.43828 0.3 0.1 0.2 0.059
H -4.53990 0.38715 0.21479 -0.3 -0.5 0.0 0.066
H -5.09548 -1.03755 1.19559 0.5 0.6 -0.3 0.088
H -3.12911 1.21587 1.85880 -0.3 0.0 -0.1 0.066
H -4.49895 0.69650 2.80458 -0.1 -0.1 0.1 0.088
H -2.97580 -0.26591 2.70253 -0.7 0.3 -0.3 0.017
C 1.33491 -1.79694 -2.23307 0.2 0.9 -0.2 -0.075
C 1.80776 -2.16225 -3.47079 0.3 -0.4 -0.4 0.004
C 2.92192 -1.49880 -4.01576 -0.5 0.0 0.3 0.022
C 3.57758 -0.51500 -3.27172 -0.2 0.5 0.6 0.052
H 0.56770 -2.30280 -1.64137 -0.1 0.1 -0.5 0.122
H 1.26669 -2.94502 -3.99164 0.4 -0.1 -0.1 0.132
H 3.23493 -1.74133 -5.02460 0.2 0.0 0.2 0.134
H 4.47197 0.00851 -3.59649 -0.1 -0.4 -0.2 0.131
N 1.81052 -0.66004 -1.70027 0.9 -1.4 -0.6 -0.115
C 2.97915 -0.07315 -2.08569 -1.4 -1.7 -1.4 -0.184
C 3.36439 0.94696 -1.15422 0.2 1.8 1.5 -0.180
N 2.42141 1.09907 -0.17286 1.9 0.8 0.8 -0.098
C 2.65285 1.84491 0.92450 0.3 0.0 -1.0 -0.081
C 4.69494 2.65298 -0.10449 -0.4 0.0 0.1 0.013
C 3.76444 2.67712 0.94752 0.2 -0.1 0.2 0.000
H 1.92381 1.72670 1.73111 0.2 0.4 -0.3 0.122
H 3.89039 3.33121 1.80699 0.1 -0.1 -0.2 0.130
C 4.53226 1.72844 -1.13967 -0.7 -0.4 -0.2 0.052
H 5.23417 1.62153 -1.97103 -0.1 0.1 0.5 0.135
H 5.51975 3.37058 -0.10507 -0.2 -0.4 0.0 0.138
Pt 0.50318 0.39571 -0.53165 -0.4 -1.4 2.4 0.907
I -1.28120 1.72960 -1.47944 -1.2 0.9 -0.8 0.627
C 1.86480 -0.65708 4.02451 -0.1 0.4 0.3 -0.022
C 2.04690 -2.15300 3.86244 0.4 0.2 0.1 -0.609
C 3.52504 -2.44781 3.62712 0.2 -0.1 -0.3 -0.018
C 1.65763 -2.89939 5.12732 -0.4 -0.2 0.5 -0.006
O 1.24215 -2.62134 2.76106 0.6 1.1 -0.1 -0.048
Si -0.06190 -2.09810 1.90701 -1.9 -3.8 1.3 0.091
O 0.30321 -0.70367 1.15676 0.3 1.0 -0.6 -0.308
O -0.24486 -3.30212 0.76583 0.5 1.2 0.4 -0.118
C -0.28949 -4.74180 0.99803 -0.1 -0.6 -0.1 -0.622
C 0.59309 -5.43521 -0.04345 0.0 0.1 -0.1 -0.030
C 0.19404 -5.17843 2.37731 0.0 -0.3 0.4 -0.035
C -1.73043 -5.20736 0.80530 0.0 0.0 0.0 -0.017
O -1.42352 -2.08491 2.81922 0.4 0.2 -0.1 -0.078
C -2.29408 -2.31295 4.04050 0.3 0.4 0.1 -0.545
C -3.75474 -2.44502 3.65830 -0.8 0.3 -0.5 -0.033
C -1.96027 -3.62331 4.72254 0.5 -0.4 0.3 -0.035
C -2.08402 -1.12679 4.97742 0.1 0.1 0.2 -0.016
H 2.44739 -0.31001 4.88794 -0.2 0.0 -0.2 0.111
H 0.81571 -0.38826 4.18290 0.0 0.0 0.1 0.085
H 2.22143 -0.13266 3.13400 0.1 -0.1 0.0 0.064
H 4.08798 -2.07970 4.49963 -0.2 -0.2 -0.3 0.104
H 3.71904 -3.52259 3.52320 -0.1 0.2 0.0 0.099
H 3.91336 -1.94066 2.73885 -0.1 0.0 0.0 0.087
H 0.61501 -2.72220 5.39890 0.2 0.0 -0.1 0.059
H 1.82034 -3.97732 5.00662 -0.1 0.2 0.0 0.106
H 2.27423 -2.56081 5.97237 -0.1 0.0 -0.3 0.111
H 1.65450 -5.17366 0.11340 -0.4 -0.1 -0.1 0.094
H 0.46584 -6.52922 0.08098 0.2 0.6 -0.2 0.104
H 0.28238 -5.15030 -1.06334 0.1 -0.2 0.3 0.085
H -0.41063 -4.74115 3.18532 0.4 -0.1 -0.4 0.054
H 1.25669 -4.94648 2.53368 -0.4 -0.1 0.0 0.088
H 0.07303 -6.27713 2.44309 0.1 0.5 0.0 0.114
H -2.39680 -4.73956 1.54418 0.1 -0.1 -0.2 0.079
H -2.06271 -4.95424 -0.21033 -0.1 -0.1 0.3 0.095
H -1.76481 -6.30152 0.93415 -0.1 0.4 -0.1 0.102
H -3.87315 -2.99339 2.72454 0.0 -0.1 0.0 0.094
H -4.29371 -2.99383 4.44489 0.3 0.1 -0.3 0.107
H -4.27558 -1.49195 3.55064 0.2 -0.2 0.0 0.066
H -0.92622 -3.67270 5.08020 -0.3 -0.1 -0.2 0.064
H -2.61683 -3.72953 5.60383 0.3 0.1 -0.4 0.114
H -2.16712 -4.47561 4.06402 0.0 0.2 0.2 0.090
H -1.12072 -1.18820 5.50348 -0.3 0.0 -0.1 0.080
H -2.11601 -0.17295 4.43798 0.0 -0.3 0.1 0.081
H -2.89635 -1.10308 5.72122 0.4 -0.1 -0.2 0.111
```
Forces are in eV/Å.

Calculated values
relative energy (zero: lowest compared OMol25 entry of this formula, charge and spin): 0.0 kcal/mol
F_max: 4.43 eV Å⁻¹
orbital gap (alpha / beta): 0.285 / 0.156 Ha
multiplicity: 5
E_HOMO (alpha / beta): -14.8 / -14.7 eV
LUMO level (alpha / beta): -7.09 / -10.49 eV
charge: +2


Below is C23H42NO3P2Sm as an isolated structure at a distorted geometry, with properties calculated with ωB97M-V with the def2-TZVPD basis set.

```
72
Properties=species:S:1:pos:R:3:forces:R:3:lowdin_charge:R:1
C -0.82174 1.04272 -5.11465 -0.3 0.6 -0.1 -0.029
C -0.84215 0.51801 -3.82694 0.2 -0.3 -0.1 -0.314
N 0.03571 0.92065 -2.87822 -0.2 0.6 -0.4 0.033
C 0.78431 2.01680 -3.15092 0.0 0.3 -0.1 -0.321
C 0.76680 2.64304 -4.39462 -0.1 -0.2 -0.1 -0.038
C -0.03105 2.14104 -5.41238 0.2 -0.4 0.2 -0.042
C -1.80173 -0.60796 -3.55016 -1.3 0.2 0.4 -0.296
P -2.50077 -0.66610 -1.79298 1.1 -0.7 -0.4 0.783
Sm 0.20102 -0.66697 -0.77078 -1.2 2.6 1.9 1.048
P 2.18830 1.51457 -0.68686 -0.1 1.2 -0.9 0.815
C 1.61253 2.69498 -2.07602 0.4 -0.4 1.1 -0.277
O -0.66045 -3.07001 -3.98133 2.1 -0.6 0.6 -0.142
O 0.19696 -2.65359 -1.55307 -0.8 -3.6 0.0 -0.534
H -1.50280 0.62109 -5.84009 0.0 0.0 -0.1 0.114
H 1.39478 3.50961 -4.54781 0.0 0.0 0.0 0.111
H -0.01641 2.56710 -6.41144 0.0 0.0 0.2 0.113
C -3.92843 0.45705 -1.84278 0.1 0.0 0.1 -0.260
C -3.29671 -2.32023 -1.76787 -0.4 -0.2 -0.2 -0.270
H 2.54907 3.13968 -2.50528 -1.0 -0.1 0.3 0.095
H 1.00661 3.48447 -1.53597 0.6 -0.8 -0.8 0.107
H -1.32067 -1.57676 -3.82063 -0.4 0.6 0.5 0.034
H -2.71277 -0.57155 -4.19442 0.8 0.3 0.0 0.103
C 2.61822 2.78024 0.57210 -0.1 0.0 0.5 -0.259
C 3.87729 1.13459 -1.31595 -0.1 0.1 0.1 -0.290
H 1.63970 -2.19627 -1.27685 2.1 1.3 -0.8 0.044
H 0.24166 -3.59067 -1.25257 -0.2 1.0 -0.3 0.061
H -0.23278 -2.96473 -3.03869 -0.9 -0.2 -1.2 0.009
H 0.13335 -2.93104 -4.53905 -0.7 -0.3 0.1 0.064
H -0.85417 0.92167 -0.12810 -0.1 1.0 -0.2 -0.121
H 2.19322 -1.53852 -1.37175 0.0 -1.3 0.3 0.036
H -4.71387 -0.01420 -2.44664 0.0 0.3 0.1 0.043
H -4.26708 0.60793 -0.80642 0.0 0.1 -0.4 0.035
H -3.61479 1.41849 -2.27305 -0.2 -0.2 0.2 0.051
H -4.11252 -2.34338 -2.50424 0.1 -0.2 0.2 0.043
H -2.60363 -3.15278 -1.97617 -0.1 0.6 0.0 0.038
H -3.71018 -2.48573 -0.76066 0.0 0.1 -0.3 0.041
H 4.48438 2.05416 -1.32203 -0.1 -0.4 -0.1 0.041
H 4.31017 0.38164 -0.64232 0.1 0.2 -0.3 0.036
H 3.78914 0.73657 -2.33501 0.2 -0.1 0.3 0.042
H 3.57184 3.27168 0.32633 -0.3 -0.2 0.1 0.045
H 1.83254 3.54887 0.64702 0.2 -0.4 0.0 0.050
H 2.70826 2.27353 1.54585 0.0 0.3 -0.2 0.031
C 3.52706 -1.33980 4.08973 0.0 -0.1 -0.1 -0.080
C 2.73642 -0.65543 2.96555 0.3 0.4 -0.2 -0.370
C 2.83082 -1.54315 1.72042 0.1 0.0 -0.4 -0.102
C 1.33836 -0.22704 3.43656 0.1 0.2 -0.5 -0.119
C 1.28454 0.48171 4.64116 -0.6 -0.4 -0.1 -0.063
C 0.04922 0.86347 5.16347 0.4 0.2 0.5 -0.107
C -1.12855 0.56939 4.49211 -0.5 -0.1 0.2 -0.060
C -1.10267 -0.03583 3.24647 0.1 -0.4 -0.8 -0.132
C -2.40068 -0.32329 2.48679 -0.3 0.2 0.1 -0.386
C -3.13822 -1.52547 3.08983 0.1 -0.2 0.0 -0.070
C -3.33203 0.89752 2.46804 0.0 0.1 -0.3 -0.081
C 0.14972 -0.37544 2.64779 0.3 0.8 0.9 -0.271
O 0.22014 -0.69944 1.37311 0.1 -1.1 0.1 -0.385
H 3.03674 -2.29002 4.34167 0.1 0.2 0.1 0.092
H 3.61445 -0.71263 4.98515 0.0 -0.3 -0.2 0.063
H 4.53334 -1.57843 3.72385 -0.1 0.1 0.2 0.073
H 3.27987 0.27667 2.70775 -0.1 -0.2 0.2 0.125
H 2.13207 -2.39174 1.77594 0.1 0.3 -0.2 0.091
H 2.66854 -0.95283 0.79399 -0.1 -0.5 0.6 -0.001
H 3.84791 -1.96410 1.63354 -0.3 0.2 0.1 0.080
H 2.21594 0.70642 5.17992 -0.6 -0.1 -0.2 0.104
H 0.01379 1.37823 6.12026 0.0 0.0 -0.1 0.091
H -2.11367 0.82194 4.94010 0.9 -0.1 -0.3 0.115
H -2.17796 -0.56445 1.44142 0.3 0.1 0.2 0.080
H -3.40049 -1.32220 4.13564 0.0 -0.1 -0.1 0.077
H -4.06836 -1.75046 2.54520 0.2 0.1 0.1 0.072
H -2.50259 -2.41919 3.05255 -0.1 0.1 0.1 0.080
H -2.82071 1.75777 2.01793 -0.1 -0.1 0.2 0.079
H -4.22951 0.70580 1.85438 0.2 -0.1 0.3 0.068
H -3.65471 1.16229 3.48309 0.0 0.0 -0.2 0.066
```
Forces are in eV/Å.

Calculated values
relative energy (zero: lowest compared OMol25 entry of this formula, charge and spin): 0.0 kcal/mol
F_max: 3.73 eV Å⁻¹
orbital gap (alpha / beta): 0.257 / 0.255 Ha
multiplicity: 6
E_HOMO (alpha / beta): -6.8 / -6.7 eV
LUMO level (alpha / beta): 0.24 / 0.24 eV
charge: 0